C37H48N9O3Sr as an isolated structure at a distorted geometry, computed with wB97M-V/def2-TZVPD.

Values from the calculation:
Multiplicity: 1
Frontier orbital gap: 6.1192 eV
Total charge: -1

```
98
Properties=species:S:1:pos:R:3:mulliken_charge:R:1
Sr -0.63 0.32 -0.46 2.1244
C -3.13 3.97 0.34 -0.3263
O -4.31 3.19 0.55 -0.5015
C -4.60 2.34 -0.50 -0.2072
C -5.74 2.58 -1.23 -0.4633
C -6.13 1.74 -2.28 -0.7245
C -5.34 0.65 -2.57 -0.8912
C -4.17 0.37 -1.85 1.2167
C -3.44 -0.83 -2.18 -2.0678
N -2.28 -1.12 -1.71 0.8592
N -1.78 -2.37 -1.97 -1.0030
C -0.48 -2.42 -1.81 -0.5660
O 0.29 -1.42 -1.65 0.0695
C 0.10 -3.80 -1.82 0.0840
C 1.48 -3.96 -1.74 0.1720
C 2.04 -5.23 -1.69 -0.9191
C 1.23 -6.35 -1.72 -0.4186
C -0.15 -6.20 -1.80 -0.6453
C -0.71 -4.94 -1.84 -0.5375
C -3.75 1.23 -0.78 0.4126
O -2.69 1.00 -0.08 -0.2062
H -2.97 4.53 1.25 0.3186
H -3.28 4.66 -0.49 0.2757
H -2.26 3.34 0.12 -0.2307
H -6.33 3.45 -0.97 0.4441
H -7.03 1.95 -2.84 0.3648
H -5.62 -0.02 -3.37 0.3483
H -3.93 -1.54 -2.85 0.1374
H 2.09 -3.07 -1.70 0.7977
H 3.12 -5.34 -1.62 0.3624
H 1.67 -7.34 -1.67 0.3678
H -0.78 -7.08 -1.82 0.3833
H -1.78 -4.79 -1.89 0.4360
C -2.07 -1.99 1.67 -1.3203
N -1.95 -0.99 2.72 0.0859
C -3.15 -0.17 2.86 -0.8155
C -0.72 -0.39 2.90 0.7645
N 0.21 -0.53 2.01 0.2672
C 1.58 -0.36 2.29 -0.8031
C 2.11 -0.67 3.55 -0.6768
C 3.43 -0.44 3.89 -0.6346
C 4.27 0.13 2.94 -0.9096
C 3.80 0.34 1.66 -0.3081
C 2.49 0.01 1.28 -0.5169
N 2.12 0.13 -0.06 0.8913
C 2.87 -0.37 -0.99 -0.0722
N 2.87 0.15 -2.26 0.2221
C 2.17 1.40 -2.52 -1.2024
C 2.87 -0.73 -3.42 -1.0031
N 3.78 -1.42 -0.83 0.8398
C 3.60 -2.47 0.15 -1.2931
C 5.13 -1.29 -1.32 -1.3613
N -0.63 0.30 4.10 0.6933
C -1.38 -0.08 5.27 -1.3178
C 0.15 1.51 4.27 -0.8139
H -2.88 -2.68 1.95 0.3331
H -1.15 -2.55 1.57 0.3372
H -2.32 -1.54 0.71 0.5581
H -3.45 0.22 1.88 0.0421
H -2.97 0.68 3.51 0.3454
H -3.97 -0.76 3.28 0.2932
H 1.45 -1.11 4.29 0.4751
H 3.79 -0.68 4.88 0.4175
H 5.29 0.40 3.20 0.3672
H 4.46 0.74 0.90 0.5231
H 2.19 2.04 -1.64 0.1501
H 1.13 1.22 -2.80 0.3854
H 2.67 1.90 -3.35 0.3936
H 3.41 -1.66 -3.22 0.3219
H 3.35 -0.22 -4.26 0.3786
H 1.84 -0.99 -3.70 0.2082
H 2.55 -2.53 0.44 0.4044
H 4.20 -2.32 1.05 0.3566
H 3.88 -3.42 -0.31 0.2553
H 5.20 -0.47 -2.02 0.3936
H 5.44 -2.21 -1.83 0.3645
H 5.83 -1.11 -0.49 0.2985
H -1.96 -0.98 5.09 0.3894
H -2.06 0.73 5.58 0.3777
H -0.69 -0.26 6.10 0.3391
H 0.62 1.80 3.34 0.0681
H 0.92 1.37 5.03 0.3619
H -0.51 2.32 4.59 0.3667
C -1.38 2.79 -3.12 -0.9760
C -0.46 3.37 -2.09 0.0038
C 0.18 4.60 -2.10 -1.1904
C 0.90 4.68 -0.89 -1.2135
C 0.67 3.49 -0.22 -0.9199
C 1.16 3.10 1.15 0.1787
N -0.16 2.68 -0.95 2.0723
H -2.22 3.46 -3.32 0.3910
H -1.79 1.84 -2.77 -0.1119
H -0.87 2.61 -4.08 0.2943
H 0.11 5.36 -2.87 0.4463
H 1.52 5.50 -0.54 0.4876
H 0.86 3.84 1.90 0.5059
H 2.24 3.01 1.19 0.2867
H 0.73 2.14 1.42 -0.9420
```